C14H28Cl10O2S | ωB97M-V/def2-TZVPD

The value obtained for the HOMO-LUMO gap is 10.2 eV. For the energy above the lowest of the compared OMol25 structures with the same formula, charge and spin, the calculation gives 25.5 kcal per mole.

```
! RIJCOSX wB97M-V def2-TZVPD def2/J DEFGRID3
* xyz 0 1
C 32.8392 -24.2929 13.9396
C 33.8107 -25.5296 14.2225
C 35.2181 -25.0152 14.5440
S 35.0821 -23.2249 14.9874
O 36.2314 -22.5199 14.4640
O 34.6599 -23.0717 16.3455
C 33.6057 -22.9177 13.9043
H 32.0902 -24.1375 14.7161
H 32.3574 -24.3677 12.9648
H 33.8312 -26.1797 13.3478
H 33.4456 -26.0183 15.1258
H 35.8711 -25.1108 13.6764
H 35.7618 -25.4943 15.3582
H 34.0507 -22.8102 12.9151
H 33.0148 -22.0744 14.2618
Cl 31.0114 -27.3894 16.4950
C 30.2475 -27.1235 14.9225
C 28.8244 -27.7102 15.0735
Cl 28.9130 -29.4340 15.5138
H 30.8599 -27.5284 14.1168
H 30.1538 -26.0626 14.6904
H 28.1691 -27.5922 14.2105
H 28.4412 -27.1431 15.9218
Cl 25.3849 -29.9061 11.4263
C 25.9225 -29.1003 12.9073
C 25.4975 -27.6485 13.0330
Cl 26.3538 -26.6913 11.7777
H 27.0101 -29.1516 12.9581
H 25.5154 -29.6933 13.7263
H 25.8071 -27.2478 13.9983
H 24.4272 -27.4444 13.0047
Cl 29.7989 -25.1631 12.2376
C 28.8899 -23.7109 12.6647
C 27.8132 -23.2670 11.6162
Cl 28.7391 -22.6377 10.1689
H 29.6165 -22.9212 12.8556
H 28.4296 -23.9957 13.6108
H 27.2337 -22.4598 12.0641
H 27.1197 -24.0820 11.4090
Cl 33.0308 -17.8487 10.3898
C 31.7074 -19.0116 10.3590
C 31.9588 -20.1818 11.3529
Cl 33.0902 -21.3343 10.6279
H 31.5091 -19.3408 9.3390
H 30.8502 -18.4031 10.6470
H 31.0411 -20.7576 11.4721
H 32.2417 -19.9027 12.3680
Cl 24.4469 -22.5663 14.2010
C 23.0855 -22.9085 13.1611
C 23.2544 -22.4920 11.6644
Cl 24.3195 -23.5598 10.6814
H 22.1875 -22.4114 13.5281
H 22.9233 -23.9811 13.2670
H 23.4745 -21.4459 11.4517
H 22.2691 -22.6615 11.2300
*
```

---

C5H10O | ωB97M-V/def2-TZVPD

The value obtained for the HOMO-LUMO gap is 10.5 eV. For the energy above the lowest of the compared OMol25 structures with the same formula, charge and spin, the calculation gives 7.1 kcal per mole.

```
! RIJCOSX wB97M-V def2-TZVPD def2/J DEFGRID3
* xyz 0 1
C 2.0764 -0.7849 0.0709
C 0.2381 0.9154 -0.3372
C 1.1367 0.2452 0.6616
O 0.9949 0.3945 1.8559
C -0.8678 -0.1730 -0.5063
C -2.1673 0.1912 0.1938
H 1.9323 -0.8998 -1.0071
H 3.1013 -0.4621 0.2598
H 1.9281 -1.7505 0.5579
H 0.7541 1.1096 -1.2838
H -0.1187 1.8746 0.0581
H -0.5143 -1.1217 -0.0701
H -1.0201 -0.3934 -1.5653
H -2.5596 1.1311 -0.2023
H -2.9191 -0.5910 0.0450
H -1.9952 0.3147 1.2691
*
```

---

C6H11N2O2P | ωB97M-V/def2-TZVPD

The value obtained for the HOMO-LUMO gap is 8.3 eV. For the energy above the lowest of the compared OMol25 structures with the same formula, charge and spin, the calculation gives 94.6 kcal per mole.

```
! RIJCOSX wB97M-V def2-TZVPD def2/J DEFGRID3
* xyz 0 1
C 2.8472 -1.3142 -0.4125
C 1.6990 -1.4601 0.3482
C 2.2289 0.6501 0.1089
C 0.1418 0.2286 1.3603
C -1.8831 -0.7541 -0.4813
C -1.0537 0.5796 -0.5827
N 3.1569 -0.0011 -0.6102
N 1.3552 -0.1671 0.7303
O -2.6216 -0.7688 0.6936
O -0.1911 0.4501 -1.5451
P -1.6809 2.2451 -0.1167
H 3.4454 -1.9470 -1.0032
H 1.2401 -2.5014 0.4725
H 2.3111 1.6692 0.1771
H 0.1152 1.3318 1.8321
H -0.2811 -0.5601 1.9524
H -2.6495 -0.8918 -1.2193
H -1.2139 -1.6019 -0.5760
H -2.0232 -0.8384 1.5306
H 0.1451 1.3420 -1.8709
H -2.3003 2.4453 -1.4719
H -2.7873 1.8644 0.6838
*
```

---

C4H11N2O | ωB97M-V/def2-TZVPD

The value obtained for the HOMO-LUMO gap is 11.8 eV. For the energy above the lowest of the compared OMol25 structures with the same formula, charge and spin, the calculation gives 18.9 kcal per mole.

```
! RIJCOSX wB97M-V def2-TZVPD def2/J DEFGRID3
* xyz 1 1
O 1.1972 0.4002 1.7075
C 1.0104 -0.6034 1.0591
N 1.2240 -1.8790 1.4136
C 0.4863 -0.4368 -0.3954
N -0.1435 0.9186 -0.4412
C -1.6018 1.0066 -0.7485
C -1.8759 0.5437 -2.1936
H 1.3988 -2.6033 0.7385
H 1.3154 -2.1026 2.3888
H -0.2781 -1.1304 -0.7276
H 1.3537 -0.5374 -1.0395
H 0.0032 1.3039 0.5090
H 0.3845 1.5300 -1.0608
H -2.1834 0.3590 -0.0945
H -1.9234 2.0307 -0.5846
H -1.6431 -0.5148 -2.2489
H -2.8963 0.8112 -2.4401
H -1.1675 1.0089 -2.8449
*
```

---

C9H16N4 | ωB97M-V/def2-TZVPD

The value obtained for the HOMO-LUMO gap is 4.1 eV. For the energy above the lowest of the compared OMol25 structures with the same formula, charge and spin, the calculation gives 99.4 kcal per mole.

```
! RIJCOSX wB97M-V def2-TZVPD def2/J DEFGRID3
* xyz 2 1
C 4.5132 1.8061 2.1493
C 3.8147 -0.3281 2.1659
C 1.0720 -1.2939 0.0605
C -1.6586 -0.7776 -0.9094
C 2.6335 1.0627 0.5552
C -0.8911 0.2036 -0.1082
C 1.1754 0.7626 1.1452
C -2.9883 -0.3027 -1.1448
C -3.9405 -0.8441 -2.0458
N 5.1683 1.1406 3.0210
N 4.7584 -0.0827 3.0196
N 3.6394 0.8645 1.5582
N 0.4897 -0.2094 0.3358
H 4.6373 2.8843 2.0982
H 0.6897 -1.9753 -0.6758
H 2.0967 -1.3126 0.5109
H -1.2772 -1.1032 -1.9670
H -1.6325 -1.7113 -0.1547
H 2.7892 0.3898 -0.3147
H 2.6999 2.0763 0.1718
H -0.8804 1.1491 -0.5741
H -1.4621 0.3543 0.9005
H 1.3476 0.2958 2.1685
H 0.6793 1.8080 1.2751
H -3.2898 0.6762 -0.9104
H -3.7054 -1.9403 -2.2763
H -4.1748 -0.3829 -2.9207
H -4.8317 -0.7718 -1.3462
H 5.2756 -0.8755 3.4256
*
```

---

C25H19Co2O7S | ωB97M-V/def2-TZVPD

The value obtained for the HOMO-LUMO gap is 4.1 eV. For the energy above the lowest of the compared OMol25 structures with the same formula, charge and spin, the calculation gives 60.2 kcal per mole.

```
! RIJCOSX wB97M-V def2-TZVPD def2/J DEFGRID3
* xyz -1 1
C 1.5268 2.2699 3.1867
S 0.5162 2.6015 1.7275
C 1.3450 4.0392 1.0984
C 0.7462 1.2570 0.4420
C 1.1860 0.0988 1.2408
C 2.5134 -0.5544 1.1638
C 3.6088 -0.0625 0.4437
C 4.7337 -0.8589 0.2586
C 4.8108 -2.1304 0.8360
C 3.7911 -2.5635 1.6952
C 2.6860 -1.7436 1.9101
O 0.3703 -0.3331 2.1102
H 1.3313 3.1080 3.8618
H 1.2231 1.3436 3.6754
H 2.5828 2.2262 2.9178
H 1.2186 4.7825 1.8981
H 2.4019 3.8186 0.9286
H 0.8516 4.3951 0.1958
H 1.4414 1.5845 -0.3326
H 3.5824 0.9667 0.0767
H 5.5703 -0.4874 -0.3361
H 5.6662 -2.7849 0.6561
H 3.8482 -3.5249 2.2258
H 1.9266 -1.9925 2.6528
O -3.7855 2.6449 0.0678
C -2.8061 2.0363 0.0147
Co -1.2635 1.1865 -0.0132
C -0.8078 2.6182 -1.0138
O -0.6050 3.7353 -1.2928
C -1.5514 0.1891 1.7186
O -2.1465 -0.1462 2.6524
C -1.5065 -0.5060 -1.2445
C -2.8611 -1.0586 -1.1787
C -3.1981 -2.0476 -0.2374
C -4.5060 -2.5203 -0.1543
C -5.4936 -2.0554 -1.0297
C -5.1687 -1.0834 -1.9824
C -3.8582 -0.6188 -2.0854
C -0.6913 0.0239 -2.2461
C -0.5532 1.2284 -2.8543
Co 0.0864 -1.3697 -1.5643
C 0.1377 -2.4905 -0.1872
O 0.1559 -3.2498 0.6847
C 1.5767 -0.5374 -1.8713
O 2.5420 0.0070 -2.2398
C 0.4038 -2.5450 -2.8283
O 0.6922 -3.3409 -3.6119
H -2.4070 -2.4124 0.4168
H -4.7341 -3.2822 0.5900
H -6.5213 -2.4362 -0.9583
H -5.9276 -0.7101 -2.6701
H -3.5823 0.1180 -2.8503
H 0.3775 1.4346 -3.3848
H -1.4764 1.7329 -3.1788
*
```

---

C5H11NO2 | ωB97M-V/def2-TZVPD

The value obtained for the HOMO-LUMO gap is 10.2 eV. For the energy above the lowest of the compared OMol25 structures with the same formula, charge and spin, the calculation gives 101.2 kcal per mole.

```
! RIJCOSX wB97M-V def2-TZVPD def2/J DEFGRID3
* xyz 0 1
C -0.6450 0.5232 1.4378
C -0.9594 1.8301 0.7418
C 1.5983 0.5199 -1.0723
O 1.3911 0.3816 -2.2545
H 1.7706 1.4805 -0.5699
H -1.3646 0.3691 2.2485
H 0.3163 0.5609 1.9626
H -0.1374 2.1513 0.1008
H -1.0609 2.6294 1.4850
H -1.8742 1.7751 0.1453
N 2.1659 -1.7893 -0.7720
C -0.8251 -0.8716 0.5586
C -1.3063 -0.9747 -0.6925
O 1.6226 -0.5734 -0.1484
H 1.6464 -2.5164 -0.2794
H 1.7643 -1.7604 -1.7167
H -1.1441 -1.6528 1.2460
H -1.0080 -0.2762 -1.4613
H -1.9506 -1.8063 -0.9594
*
```

---

C14H17ClNO2PPbS | ωB97M-V/def2-TZVPD

The value obtained for the HOMO-LUMO gap is 3.0 eV. For the energy above the lowest of the compared OMol25 structures with the same formula, charge and spin, the calculation gives 23.9 kcal per mole.

```
! RIJCOSX wB97M-V def2-TZVPD def2/J DEFGRID3
* xyz 2 1
C 0.2037 0.8667 2.9694
C -0.9264 -0.0412 2.3918
P -0.2712 -1.2837 1.2131
C -1.5324 -2.5474 0.7623
C -2.0593 -2.4695 -0.7003
C 0.5191 -0.5445 -0.2414
C 0.1365 0.5302 -0.9598
C -1.0960 1.3614 -0.6762
C -0.9228 2.6490 0.1732
C 0.4831 3.2616 0.2744
Cl 0.7616 4.5099 -0.9751
C 1.0156 0.8500 -2.1699
O 1.1891 1.9607 -2.5742
C 1.6329 -0.3289 -2.8747
C 1.9959 -1.3960 -2.1591
N 2.5514 -2.5741 -2.7202
C 3.7733 -2.5389 -2.9021
S 5.3154 -2.6876 -3.0282
C 1.7735 -1.3045 -0.6674
O 2.5377 -1.7572 0.1335
H -0.2203 1.8523 3.1692
H 1.0526 0.9125 2.2916
H 0.5127 0.4832 3.9453
H -1.2921 -0.6536 3.3020
H -1.8201 0.5392 2.0283
H -1.0267 -3.5113 0.8786
H -2.3756 -2.5845 1.4667
H -2.0827 -1.4381 -1.0488
H -1.4367 -3.0835 -1.3501
H -3.0642 -2.8879 -0.7711
H -1.5166 1.6533 -1.6423
H -1.8367 0.6820 -0.2395
H -1.5537 3.4184 -0.2750
H -1.3053 2.5439 1.1950
H 0.5276 3.8176 1.2133
H 1.3014 2.5415 0.3123
H 1.7703 -0.2691 -3.9470
Pb -2.7145 -0.5322 4.2026
*
```

---

CH4IOP | ωB97M-V/def2-TZVPD

The value obtained for the HOMO-LUMO gap is 8.5 eV. For the energy above the lowest of the compared OMol25 structures with the same formula, charge and spin, the calculation gives 35.3 kcal per mole.

```
! RIJCOSX wB97M-V def2-TZVPD def2/J DEFGRID3
* xyz 0 1
C 0.7964 -0.1843 -0.1434
O 0.2185 -1.4545 -0.3386
P -1.1218 -2.1075 0.1632
I -1.0731 -1.8541 2.5702
H 0.2294 0.4434 0.4997
H 0.8316 0.3114 -1.1010
H 1.7260 -0.3061 0.4352
H -2.6188 -0.9285 -0.5473
*
```

---

C5H12N3O2 | ωB97M-V/def2-TZVPD

The value obtained for the HOMO-LUMO gap (alpha / beta) is 8.5 / 6.8 eV. For the energy above the lowest of the compared OMol25 structures with the same formula, charge and spin, the calculation gives 226.4 kcal per mole.

```
! RIJCOSX wB97M-V def2-TZVPD def2/J DEFGRID3
* xyz 1 1
C 1.0507 0.7174 0.2714
C 0.1494 -0.3557 0.3023
C 0.3955 2.0453 0.0906
C 2.4501 0.5410 -0.0108
C 0.7163 -1.8025 0.5252
N -1.9815 -1.8936 0.2224
N -3.1966 0.6781 -0.3517
N -1.1434 -0.3253 0.0574
O 1.3981 -2.2138 -0.7093
O -1.8229 0.8895 -0.0945
H -0.0845 2.4717 1.1222
H -0.3308 2.0833 -0.7760
H 1.2288 2.7489 -0.1028
H 2.9132 1.2513 -0.6130
H 2.7373 -0.5206 -0.3140
H 3.0573 0.4947 0.8017
H 1.3938 -1.5909 1.2598
H 0.0822 -2.6030 0.7110
H -2.7895 -1.6930 -0.3442
H -3.6842 1.4692 0.0809
H -3.4480 0.6505 -1.3413
H 0.9088 -3.0424 -0.7874
*
```

---

C12H19N6O4PS2 | ωB97M-V/def2-TZVPD

The value obtained for the HOMO-LUMO gap is 7.8 eV. For the energy above the lowest of the compared OMol25 structures with the same formula, charge and spin, the calculation gives 32.4 kcal per mole.

```
! RIJCOSX wB97M-V def2-TZVPD def2/J DEFGRID3
* xyz 0 1
C 2.4651 3.4871 1.6818
P 0.8246 4.1961 1.3201
O 1.1467 5.6673 0.6637
O 0.3177 3.1544 0.1066
S -1.3282 3.1723 -0.1404
O -1.5244 2.0562 -1.0166
O -1.9450 2.6673 1.3292
N -2.9721 3.5772 1.8334
C -3.7480 3.9922 0.9498
S -5.0134 4.7741 0.4170
H 3.1344 3.6409 0.8360
H 2.2942 2.4183 1.7346
H 2.8602 3.8910 2.6008
H 0.6165 6.3216 1.1164
C 0.1443 -0.4370 0.7086
C 0.6219 0.1276 1.9634
N 0.9963 0.5710 2.9490
H 0.9371 -0.9857 0.2098
H -0.6832 -1.1166 0.9063
H -0.2022 0.3602 0.0528
C 0.2255 -4.1146 -1.0772
C 0.9201 -2.9345 -1.5639
N 1.4885 -2.0403 -1.9869
H 0.9654 -4.8418 -0.7443
H -0.4284 -3.8554 -0.2474
H -0.3701 -4.5460 -1.8799
C 3.3487 -7.1479 -1.1639
C 2.6484 -6.4808 -0.0735
N 2.1007 -5.9417 0.7738
H 2.8271 -8.0647 -1.4294
H 3.3879 -6.4915 -2.0336
H 4.3627 -7.3901 -0.8544
C -8.8296 4.8859 2.8127
C -7.5922 4.7606 2.0675
N -6.6196 4.6613 1.4729
H -8.9129 5.8953 3.2100
H -9.6743 4.6839 2.1571
H -8.8346 4.1728 3.6348
C 5.2194 -2.3471 -3.8656
C 4.5992 -3.6627 -3.9225
N 4.1011 -4.6909 -3.9572
H 5.9563 -2.2524 -4.6602
H 4.4584 -1.5794 -3.9870
H 5.7099 -2.2137 -2.9043
*
```

---

Q: Among the records above, which one has the highest energy above the lowest of the compared OMol25 structures with the same formula, charge and spin?
A: C5H12N3O2